DFT (the ωB97M-V functional and the def2-TZVPD basis) results for C9H21N3O as an isolated structure.

Cartesian coordinates (Å):
C -1.3540 1.8723 0.3496
C -2.3613 0.9113 -0.5644
C -2.9606 -0.3717 -0.0645
C -2.0484 -1.7143 0.4458
C -0.8879 -2.0964 -0.4829
C 1.1935 -1.6005 0.5244
C 2.5758 -0.8867 0.3343
C 1.8953 0.8143 0.6601
C 1.2985 1.5524 -0.3965
H -1.0743 2.8652 -0.3560
H -0.4523 1.3835 0.8553
H -1.7997 1.9739 1.5342
H -3.3694 1.5156 -0.8624
H -1.6148 0.6666 -1.6889
H -3.6178 -1.0262 -0.9406
H -3.7648 -0.2855 0.8457
H -1.3587 -1.5552 1.4017
H -2.7680 -2.4157 0.6131
H -1.4965 -2.4265 -1.4213
H -0.7894 -3.1557 0.1874
H 1.2989 -2.0090 -1.4391
H 3.2571 -1.2471 1.2041
H 3.5735 -0.1786 -1.3881
H 3.8408 -1.9679 -1.2077
H 2.8142 1.2251 1.0596
H 1.2138 0.8010 1.5123
H 1.6909 1.4471 -1.3453
H 0.0807 1.2062 -0.5763
H 0.5150 3.6008 -0.1295
H 1.0174 2.7715 1.2336
N 0.3689 -1.5566 -0.6748
N 2.9936 -1.2052 -1.1264
N 1.3213 2.8515 0.1775
O 0.7685 -1.7597 1.7255

Cartesian forces (eV/Å) of the 6 atoms listed first:
-2.3347 -0.2961 2.3065
1.0963 1.6391 -2.5411
-1.7941 -5.0235 1.4570
3.9823 7.4066 1.2385
-4.5335 -7.4002 -0.1970
-1.5545 1.9930 2.6052

For the gap between HOMO and LUMO, the calculation gives 9.2 eV. Its calculated total energy is -16180.593 eV. The calculation puts the HOMO energy at -8.63 eV. The calculation puts the LUMO energy at 0.529 eV. The spin multiplicity is 1. Its total charge is 0. Its energy above the lowest of the compared OMol25 structures with the same formula, charge and spin is 1014.1 kJ/mol.

Atom charges from the Mulliken analysis, given in e for atoms 1 to 6:
1. C 0.0252
2. C -0.2694
3. C -0.7524
4. C -0.8021
5. C -0.5025
6. C 0.0170

DFT (the ωB97M-V functional and the def2-TZVPD basis) results for C23H15ClIN10OPPdS2 as an isolated structure.

Cartesian coordinates (Å):
Pd -0.0794 1.3811 -0.5173
N 2.3244 1.2717 2.0719
C 2.6616 1.1439 0.7469
N 3.9271 1.0913 0.3540
N 3.8630 0.9654 -0.9914
N 2.6461 0.9414 -1.3919
N 1.8408 1.0392 -0.3031
C 1.0845 1.6741 2.5752
N 0.8652 1.8791 3.8634
N -0.4372 2.2570 3.8912
N -0.9315 2.2672 2.6975
N 0.0363 1.8960 1.8152
H 3.0953 1.2928 2.7141
Cl -2.5278 7.8069 -1.4013
C -2.3479 6.0748 -1.1897
C -3.4498 5.2993 -0.9862
C -3.3491 3.9040 -0.8308
I -5.0608 2.7799 -0.5468
C -2.1259 3.2437 -0.8985
O -1.9810 1.9708 -0.8661
C -0.9710 4.1007 -1.0613
N 0.2289 3.4649 -1.0307
C 1.3464 4.1229 -1.1734
C 1.3477 5.5237 -1.3710
C 0.1607 6.1932 -1.3927
C -1.0566 5.4902 -1.2259
H -4.4245 5.7668 -0.9384
H 2.2628 3.5461 -1.1243
H 2.2876 6.0434 -1.4961
H 0.1331 7.2675 -1.5211
S 0.5085 -2.6821 -2.9419
P -0.0848 -2.5884 -1.0619
S -0.8243 -0.9308 -0.2114
C 1.2622 -3.1910 0.0351
C 1.7670 -2.4056 1.0634
C 2.7972 -2.8801 1.8688
C 3.3198 -4.1451 1.6574
C 2.8181 -4.9380 0.6291
C 1.8014 -4.4597 -0.1790
C -1.3812 -3.8520 -0.7372
C -1.9020 -4.0099 0.5465
C -2.8957 -4.9439 0.7905
C -3.3858 -5.7281 -0.2483
C -2.8742 -5.5728 -1.5273
C -1.8737 -4.6370 -1.7696
H 1.3449 -1.4224 1.2307
H 3.1831 -2.2513 2.6615
H 4.1210 -4.5145 2.2872
H 3.2283 -5.9261 0.4547
H 1.4216 -5.0639 -0.9956
H -1.5355 -3.3807 1.3490
H -3.2983 -5.0512 1.7905
H -4.1704 -6.4517 -0.0591
H -3.2555 -6.1757 -2.3432
H -1.4606 -4.4972 -2.7614

Cartesian forces (eV/Å) of the 6 atoms listed first:
-0.0104 -0.1298 -0.5889
-0.2708 -0.1809 0.0747
0.0707 0.0397 0.0743
-0.0233 0.0113 -0.1411
0.0937 -0.0126 0.1307
-0.0974 0.0189 0.0739

For the gap between HOMO and LUMO, the calculation gives 6.4 eV. Its calculated total energy is -96108.646 eV. The calculation puts the HOMO energy at -2.59 eV. The calculation puts the LUMO energy at 3.831 eV. The spin multiplicity is 1. Its total charge is -2. Its energy above the lowest of the compared OMol25 structures with the same formula, charge and spin is 48.2 kJ/mol.

Atom charges from the Mulliken analysis, given in e for atoms 1 to 6:
1. Pd 0.0533
2. N 0.0117
3. C 0.4643
4. N -0.5986
5. N -0.5877
6. N -0.4241

DFT (the ωB97M-V functional and the def2-TZVPD basis) results for C3H5NO2 in the gas phase.

Cartesian coordinates (Å):
O 1.7601 -0.4526 1.0679
C 0.8485 -0.6119 -0.0030
C -0.5095 -0.1265 0.4731
O -1.7981 1.7030 -0.9144
C -1.4287 0.5490 -0.3756
N -1.8113 -0.6349 -0.2785
H 2.5771 -0.9102 0.8353
H 1.1807 -0.0407 -0.8883
H 0.7469 -1.6639 -0.3032
H -0.5687 0.0125 1.5553
H -0.9969 2.1762 -1.1688

Cartesian forces (eV/Å) of the 6 atoms listed first:
0.1981 -0.1276 -0.0461
-0.3297 -0.0707 -0.3478
0.1888 0.0767 0.0953
-0.1243 -0.0959 -0.4971
-0.0461 -0.3383 0.0908
0.3680 0.5053 0.3185

For the gap between HOMO and LUMO, the calculation gives 10.4 eV. Its calculated total energy is -8774.668 eV. The calculation puts the HOMO energy at -9.91 eV. The calculation puts the LUMO energy at 0.488 eV. The spin multiplicity is 1. Its total charge is 0. As for the SMILES: OC[C@@H]1N=C1O. Its energy above the lowest of the compared OMol25 structures with the same formula, charge and spin is 292.0 kJ/mol.

Atom charges from the Mulliken analysis, given in e for atoms 1 to 6:
1. O -0.5133
2. C -0.3697
3. C 0.1222
4. O -0.4710
5. C 0.1994
6. N -0.5354

DFT (the ωB97M-V functional and the def2-TZVPD basis) results for C6H12O in the gas phase.

Cartesian coordinates (Å):
C 1.8147 -0.7077 -0.7298
C 0.6750 -0.1868 0.1698
O 1.1199 -0.0742 1.5269
C 0.0876 1.1623 -0.2981
C -1.3082 1.1844 0.3207
C -1.8036 -0.2379 0.0328
C -0.5600 -1.1221 0.2463
H 2.7880 -0.5808 -0.2431
H 1.8583 -0.1781 -1.6888
H 1.7013 -1.7752 -0.9411
H 1.9144 0.4744 1.5325
H 0.7246 2.0092 -0.0147
H -0.0036 1.1620 -1.3936
H -1.2261 1.3472 1.4014
H -1.9575 1.9608 -0.0951
H -2.1376 -0.3021 -1.0109
H -2.6479 -0.5368 0.6606
H -0.4992 -1.9355 -0.4829
H -0.5590 -1.5752 1.2425

Cartesian forces (eV/Å) of the 6 atoms listed first:
0.0182 -0.0104 -0.0126
-0.0844 -0.0627 -0.3174
0.2209 0.1158 0.0580
0.0488 -0.0016 -0.0166
-0.0105 0.0412 0.0390
-0.0747 -0.0081 -0.0097

For the gap between HOMO and LUMO, the calculation gives 11.1 eV. Its calculated total energy is -8464.187 eV. The calculation puts the HOMO energy at -10.09 eV. The calculation puts the LUMO energy at 0.958 eV. The spin multiplicity is 1. Its total charge is 0. As for the SMILES: CC1(O)CCCC1. Its energy above the lowest of the compared OMol25 structures with the same formula, charge and spin is 16.1 kJ/mol.

Atom charges from the Mulliken analysis, given in e for atoms 1 to 6:
1. C -1.3969
2. C 1.4113
3. O -0.5904
4. C -1.0742
5. C -0.6412
6. C -0.5799

DFT (the ωB97M-V functional and the def2-TZVPD basis) results for a 2-piece molecular cluster, C2H6O2S2 overall.

Cartesian coordinates (Å):
C -0.6222 1.7103 0.0421
S 0.4154 1.4484 1.4989
S -0.3958 -0.3738 1.9664
H 0.0776 1.5455 -0.8531
H -1.4566 0.9730 0.0224
H -1.0725 2.7491 0.1253
H -0.6635 0.0151 3.1790
O 0.2303 -0.9419 -2.2544
C 0.4639 -1.7341 -1.3709
O 1.7295 -1.7917 -0.7327
H -0.2356 -2.6409 -1.3687
H 1.5296 -0.9592 -0.2544

Cartesian forces (eV/Å) of the 6 atoms listed first:
0.0978 0.8297 -1.2341
-0.0208 -0.1931 -0.3096
0.4765 -0.6120 -0.1481
-1.5091 0.6073 1.0186
0.7374 0.6024 0.0059
0.6966 -1.1964 -0.5387

For the gap between HOMO and LUMO, the calculation gives 9.2 eV. Its calculated total energy is -27935.446 eV. The calculation puts the HOMO energy at -8.91 eV. The calculation puts the LUMO energy at 0.315 eV. The spin multiplicity is 1. Its total charge is 0. As for the SMILES: O=CO.CSS. Its energy above the lowest of the compared OMol25 structures with the same formula, charge and spin is 141.5 kJ/mol.

Atom charges from the Mulliken analysis, given in e for atoms 1 to 6:
1. C -0.6634
2. S -0.0592
3. S -0.2219
4. H 0.2342
5. H 0.2663
6. H 0.2959

DFT (the ωB97M-V functional and the def2-TZVPD basis) results for C7H9N3 in the gas phase.

Cartesian coordinates (Å):
C -2.3769 1.6743 0.8716
C -2.1595 0.3385 0.5374
C -0.2837 1.6150 0.3012
C 1.0216 1.9461 0.0916
C 2.0336 0.9710 -0.3093
C 2.7394 0.3295 0.6433
C -0.7327 -1.9449 -0.6424
N -1.3180 2.4488 0.7046
N -0.8792 0.2212 0.1039
N -0.1465 -0.7448 -0.4052
H -3.1483 2.2243 1.4947
H -2.8388 -0.3743 0.4713
H 1.2238 3.0261 0.4134
H 2.1663 0.8551 -1.3682
H 2.5424 0.6362 1.6484
H 3.3726 -0.4858 0.4310
H -0.2272 -2.7258 0.0096
H -1.7185 -1.9727 -0.2095
H -0.6951 -2.1888 -1.7431

Cartesian forces (eV/Å) of the 6 atoms listed first:
0.4492 2.4631 1.6515
2.2550 2.0448 -0.1375
-0.2547 -0.4497 -0.8455
-1.6854 1.2143 1.1100
1.1285 -0.1220 1.4086
-1.3853 1.3804 -1.4042

For the gap between HOMO and LUMO (spin up / spin down), the calculation gives 7.2 / 7.3 eV. Its calculated total energy is -11870.329 eV. The calculation puts the HOMO energy (spin up / spin down) at -7.47 / -7.81 eV. The calculation puts the LUMO energy (spin up / spin down) at -0.315 / -0.526 eV. The spin multiplicity is 1. Its total charge is 0. Its energy above the lowest of the compared OMol25 structures with the same formula, charge and spin is 498.0 kJ/mol.

Atom charges from the Mulliken analysis, given in e for atoms 1 to 6:
1. C -0.3455
2. C -0.0650
3. C 0.1958
4. C -0.5788
5. C 0.0310
6. C -0.6677

Question: Which value of calculated total energy does entry 4 give?
Answer: -8464.187 eV